# 1
{"formula": "C5H12N2", "method": "the ωB97M-V functional and the def2-TZVPD basis", "elements": ["C", "C", "C", "C", "C", "N", "N", "H", "H", "H", "H", "H", "H", "H", "H", "H", "H", "H", "H"], "coordinates": [[-0.286, 0.805, -0.521], [0.092, 1.947, -1.468], [-1.105, -0.185, -1.352], [-1.630, 1.281, 1.629], [2.192, -2.577, 1.229], [-0.649, 0.940, 0.844], [0.485, 0.357, 0.659], [0.738, 2.626, -1.018], [-0.818, 2.525, -1.669], [0.223, 1.562, -2.428], [-0.534, -0.584, -2.171], [-1.917, 0.269, -1.793], [-1.490, -1.012, -0.653], [-1.674, 0.897, 2.626], [-2.563, 1.668, 1.106], [1.729, -1.683, 0.976], [1.440, -3.433, 1.223], [2.706, -2.672, 2.202], [3.061, -2.730, 0.579]], "forces_ev_per_angstrom": [[-0.171, -0.301, -1.467], [-2.758, -0.022, 1.993], [0.930, -2.213, 3.092], [-1.058, 0.093, -1.571], [0.947, -3.206, 0.794], [-1.124, 0.633, -0.175], [0.177, -0.038, -0.311], [1.799, 0.975, 0.174], [-0.235, 0.107, 0.401], [1.473, -0.627, -1.338], [0.543, -0.427, -0.094], [-2.002, 1.240, -0.805], [0.601, 0.954, -1.239], [0.252, 0.178, 0.461], [1.530, -0.472, 0.853], [-0.733, 1.689, 0.149], [1.098, 1.012, -0.432], [-0.715, 0.772, 0.031], [-0.554, -0.346, -0.516]], "e_tot_ev": -8355.6617, "charge": 0, "fmax_ev_per_a": 3.914, "de_lowest_kj_mol": 431.7}


# 2
{"formula": "C5H12N2", "method": "the ωB97M-V functional and the def2-TZVPD basis", "elements": ["C", "C", "N", "C", "C", "C", "N", "H", "H", "H", "H", "H", "H", "H", "H", "H", "H", "H", "H"], "coordinates": [[-2.005, 1.435, -0.541], [-1.367, 0.282, -0.124], [-1.736, -0.760, 0.787], [-0.100, -0.048, -0.891], [0.948, -0.547, 0.150], [1.224, 0.656, 1.030], [2.210, -0.982, -0.428], [-3.050, 1.858, -0.333], [-1.309, 2.109, -1.080], [-2.767, -0.581, 1.043], [-1.701, -1.689, 0.372], [-0.327, -0.837, -1.616], [0.559, 0.680, -1.440], [0.561, -1.461, 0.681], [2.086, 0.431, 1.691], [0.356, 1.152, 1.484], [1.650, 1.292, 0.331], [2.128, -1.379, -1.359], [2.639, -1.614, 0.244]], "forces_ev_per_angstrom": [[0.130, -0.498, 1.092], [-0.737, 1.488, -2.098], [-3.076, 1.651, -0.263], [2.266, -1.131, 0.885], [-1.172, -1.455, 0.263], [0.440, -1.291, 1.225], [0.442, 0.392, -0.265], [1.709, -1.007, 0.132], [-0.899, -0.462, 0.097], [2.109, -0.501, -0.268], [0.246, 0.254, -0.038], [-0.072, -0.129, 0.026], [-1.671, 0.208, 0.344], [-0.137, 1.194, -0.018], [-0.870, 0.159, 0.259], [0.386, -0.491, 0.182], [0.771, 1.837, -1.245], [0.006, -0.235, 0.430], [0.128, 0.019, -0.741]], "e_tot_ev": -8358.2413, "charge": 0, "fmax_ev_per_a": 3.501, "de_lowest_kj_mol": 182.8}


# 3
{"formula": "C5H12N2", "method": "the ωB97M-V functional and the def2-TZVPD basis", "elements": ["C", "C", "C", "C", "C", "N", "N", "H", "H", "H", "H", "H", "H", "H", "H", "H", "H", "H", "H"], "coordinates": [[-0.105, -0.240, -0.913], [-0.984, -0.073, 0.152], [-2.486, 0.361, -1.290], [1.906, 0.304, 1.832], [1.056, -0.685, 1.081], [0.538, 0.714, -1.606], [1.128, -1.945, 1.178], [-0.014, -1.241, -1.318], [0.326, 1.692, -1.492], [1.121, 0.458, -2.385], [1.883, -2.264, 1.812], [-1.440, -0.961, 0.553], [-1.072, 0.839, 0.723], [-3.360, 0.197, -0.663], [-2.360, 1.408, -1.561], [-2.496, -0.286, -2.166], [2.680, -0.186, 2.444], [2.398, 0.987, 1.132], [1.282, 0.920, 2.486]], "forces_ev_per_angstrom": [[2.552, -0.423, 1.355], [-3.162, 0.989, -2.270], [0.439, -0.123, 1.612], [0.030, 0.074, -0.077], [0.335, -0.586, -0.926], [-0.446, 0.012, -0.057], [0.234, 0.114, -0.045], [0.080, 0.019, 0.143], [0.014, -0.140, 0.134], [-0.124, 0.026, 0.128], [-0.271, 0.104, 0.135], [0.291, -0.062, 0.141], [0.237, 0.019, -0.081], [-0.171, 0.130, -0.242], [-0.089, -0.024, -0.010], [0.181, -0.074, 0.114], [-0.135, 0.012, -0.070], [-0.019, -0.028, 0.026], [0.023, -0.039, -0.012]], "e_tot_ev": -8354.3302, "charge": 0, "fmax_ev_per_a": 4.016, "de_lowest_kj_mol": 560.2}


# 4
{"formula": "C5H12N2", "method": "the ωB97M-V functional and the def2-TZVPD basis", "elements": ["C", "C", "N", "C", "C", "C", "N", "H", "H", "H", "H", "H", "H", "H", "H", "H", "H", "H", "H"], "coordinates": [[-0.592, 2.134, -0.134], [0.182, 0.925, -0.654], [0.346, 1.055, -2.134], [-0.598, -0.358, -0.493], [-0.689, -0.851, 0.976], [0.269, -1.439, 1.714], [0.850, -2.741, 1.558], [-0.069, 3.045, -0.424], [-0.763, 2.032, 0.942], [-1.582, 2.121, -0.640], [1.207, 0.812, -0.300], [0.842, 0.247, -2.501], [0.987, 1.823, -2.315], [-1.613, -0.158, -0.878], [-0.324, -1.243, -1.105], [-1.622, -0.381, 1.328], [0.663, -1.074, 2.662], [0.649, -3.249, 0.702], [1.857, -2.701, 1.695]], "forces_ev_per_angstrom": [[-0.226, -0.804, -0.411], [0.498, -0.541, -1.788], [0.071, 0.565, -0.102], [-1.301, -3.040, 0.405], [-0.965, 1.595, -1.455], [0.076, -1.544, 0.825], [0.709, 1.530, -1.135], [-0.075, 0.137, 0.367], [0.197, 0.362, -0.125], [0.559, 0.120, 0.261], [-0.153, 0.154, 1.031], [-0.195, -0.116, 0.173], [-0.210, 0.150, -0.048], [0.201, 0.024, 0.286], [0.798, 0.865, -0.261], [1.285, 0.559, 1.333], [-1.096, -0.005, 0.559], [-0.173, 0.308, -0.074], [-0.001, -0.320, 0.158]], "e_tot_ev": -8357.4640, "charge": 0, "fmax_ev_per_a": 3.331, "de_lowest_kj_mol": 257.8}


# 5
{"formula": "C5H12N2", "method": "the ωB97M-V functional and the def2-TZVPD basis", "elements": ["N", "C", "C", "C", "C", "C", "N", "H", "H", "H", "H", "H", "H", "H", "H", "H", "H", "H", "H"], "coordinates": [[-0.344, 2.496, -1.135], [-1.046, 1.236, -0.949], [-0.108, 0.091, -0.556], [0.678, 0.317, 0.755], [1.012, -1.128, 1.200], [-0.206, -1.954, 0.738], [-0.850, -1.159, -0.309], [0.512, 2.301, -1.623], [-0.111, 2.932, -0.268], [-1.915, 1.323, -0.291], [-1.572, 0.911, -1.855], [0.650, 0.005, -1.339], [1.503, 1.007, 0.574], [0.085, 0.847, 1.508], [1.358, -1.094, 2.222], [1.816, -1.392, 0.500], [0.205, -2.908, 0.411], [-0.874, -2.135, 1.583], [-0.794, -1.697, -1.167]], "forces_ev_per_angstrom": [[-0.718, -0.215, -0.614], [-0.314, -0.707, -0.235], [-0.250, 0.461, 1.498], [-0.743, 0.196, -0.101], [0.391, 1.615, -1.626], [0.818, 0.420, 1.354], [0.314, -0.406, -0.992], [0.375, 0.190, -0.226], [0.119, 0.137, 0.551], [0.483, 0.171, 0.598], [0.389, 0.319, -0.382], [0.019, -0.239, -0.339], [0.402, -0.454, 0.048], [-0.384, -0.229, -0.052], [-0.104, -0.721, 0.279], [0.323, -0.300, 0.582], [-0.474, -0.183, -0.254], [-0.199, -0.052, -0.153], [-0.448, -0.003, 0.066]], "e_tot_ev": -8359.3033, "charge": 0, "fmax_ev_per_a": 2.325, "de_lowest_kj_mol": 80.4}


# 6
{"formula": "C5H12N2", "method": "the ωB97M-V functional and the def2-TZVPD basis", "elements": ["C", "C", "C", "C", "C", "N", "N", "H", "H", "H", "H", "H", "H", "H", "H", "H", "H", "H", "H"], "coordinates": [[-0.093, -0.507, -1.339], [-1.312, 0.342, -1.568], [1.043, -0.282, -2.306], [-0.891, -0.467, 2.039], [1.372, 0.211, 1.607], [-0.340, 1.441, 0.607], [-0.063, 0.521, 1.298], [-1.449, 0.725, -0.509], [-1.401, 1.298, -2.161], [-2.094, -0.440, -1.868], [0.964, -1.256, -2.751], [1.861, -0.167, -1.678], [0.804, 0.424, -3.048], [-0.772, -0.407, 3.163], [-1.877, -0.292, 1.976], [-0.651, -1.358, 1.567], [1.339, 0.356, 2.735], [1.438, -0.933, 1.299], [2.121, 0.791, 0.937]], "forces_ev_per_angstrom": [[-0.467, 1.068, -1.016], [-0.386, -0.833, 0.406], [-3.268, -0.702, 1.060], [1.631, 1.357, 1.994], [0.253, -2.206, -0.504], [-1.367, 1.593, -0.348], [2.330, -0.234, 1.308], [-0.990, -0.581, -0.978], [0.684, -1.149, -0.237], [0.563, 1.200, 0.691], [0.778, -0.941, -0.442], [2.173, 0.133, 0.433], [0.369, 1.382, -0.880], [0.818, -0.337, -1.297], [-3.533, 0.969, -1.077], [0.404, -2.090, -0.281], [1.214, -0.230, -1.437], [0.388, 2.223, 1.009], [-1.594, -0.623, 1.596]], "e_tot_ev": -8351.9654, "charge": 0, "fmax_ev_per_a": 3.818, "de_lowest_kj_mol": 788.4}


# 7
{"formula": "C5H12N2", "method": "the ωB97M-V functional and the def2-TZVPD basis", "elements": ["C", "C", "N", "C", "C", "C", "N", "H", "H", "H", "H", "H", "H", "H", "H", "H", "H", "H", "H"], "coordinates": [[0.749, 1.211, 1.226], [0.970, -0.250, 0.956], [2.449, -0.349, 0.719], [0.309, -0.699, -0.354], [-1.222, -0.341, -0.247], [-1.999, -0.651, -1.295], [-2.034, 0.358, -2.343], [1.511, 1.548, 1.948], [-0.240, 1.398, 1.720], [0.846, 1.835, 0.312], [0.702, -0.783, 1.942], [2.853, -1.218, 0.478], [2.852, 0.028, 1.630], [0.751, -0.315, -1.307], [0.576, -1.680, -0.255], [-1.451, -0.670, 0.796], [-2.967, -1.141, -1.123], [-1.760, 1.245, -1.935], [-2.895, 0.474, -2.868]], "forces_ev_per_angstrom": [[-0.612, 1.148, 0.696], [2.002, 0.746, -0.322], [-0.315, 2.462, 2.518], [-0.920, 4.191, 0.675], [3.081, -3.869, 1.676], [-3.218, 3.703, -0.184], [0.650, -1.180, 0.036], [-0.248, 0.121, -0.164], [0.689, -0.100, -0.606], [-0.091, -0.451, 0.519], [-0.225, 0.043, -1.800], [0.068, -1.225, 0.029], [-0.028, -1.058, -1.855], [0.126, 0.091, 1.139], [-0.638, -3.366, -0.768], [-0.726, -0.313, -1.031], [0.104, 0.021, -0.320], [-0.020, -0.405, -0.404], [0.323, -0.556, 0.166]], "e_tot_ev": -8356.4166, "charge": 0, "fmax_ev_per_a": 5.222, "de_lowest_kj_mol": 358.9}


# 8
{"formula": "C5H12N2", "method": "the ωB97M-V functional and the def2-TZVPD basis", "elements": ["C", "N", "C", "C", "C", "C", "N", "H", "H", "H", "H", "H", "H", "H", "H", "H", "H", "H", "H"], "coordinates": [[3.066, 0.659, -0.520], [2.142, -0.456, -0.278], [0.772, -0.126, -0.314], [-0.185, -1.045, -0.314], [-1.668, -0.765, -0.430], [-2.147, 0.470, 0.331], [-2.238, 0.156, 1.757], [4.039, 0.272, -0.805], [2.684, 1.340, -1.284], [3.183, 1.224, 0.406], [2.311, -1.226, -0.910], [0.575, 0.944, -0.303], [0.093, -2.093, -0.310], [-2.217, -1.616, -0.023], [-1.960, -0.689, -1.488], [-1.475, 1.314, 0.131], [-3.134, 0.752, -0.037], [-2.533, 0.961, 2.297], [-1.308, -0.076, 2.094]], "forces_ev_per_angstrom": [[-0.517, -0.242, 0.367], [0.044, 0.320, -0.418], [0.497, -0.229, 0.316], [-0.609, 0.167, -0.229], [-0.031, 0.083, -0.025], [0.114, -0.069, -0.099], [0.157, 0.048, 0.127], [0.068, 0.006, -0.071], [0.176, 0.043, -0.169], [0.078, 0.051, -0.029], [0.183, -0.051, 0.127], [-0.135, -0.071, 0.031], [0.159, -0.049, 0.032], [-0.028, -0.019, -0.042], [0.097, 0.034, 0.174], [-0.092, 0.043, -0.094], [-0.056, -0.001, 0.086], [-0.051, 0.019, -0.093], [-0.053, -0.084, 0.007]], "e_tot_ev": -8358.8874, "charge": 0, "fmax_ev_per_a": 0.679, "de_lowest_kj_mol": 120.5}


# 9
{"formula": "C5H12N2", "method": "the ωB97M-V functional and the def2-TZVPD basis", "elements": ["C", "C", "C", "C", "N", "N", "C", "H", "H", "H", "H", "H", "H", "H", "H", "H", "H", "H", "H"], "coordinates": [[-1.558, 0.871, 1.605], [-0.801, -0.279, 1.023], [0.098, 0.117, -0.178], [1.575, 0.319, 0.210], [-0.360, 0.684, -1.312], [-0.427, -0.759, -1.353], [0.413, -1.449, -2.272], [-1.888, 1.431, 0.697], [-1.048, 1.313, 2.413], [-2.521, 0.439, 1.849], [-1.562, -1.051, 0.666], [-0.132, -0.608, 1.720], [2.208, 0.380, -0.675], [1.848, -0.415, 1.012], [1.418, 1.369, 0.563], [-1.217, 1.152, -1.346], [-0.181, -1.690, -3.264], [1.426, -1.105, -2.727], [0.522, -2.484, -1.758]], "forces_ev_per_angstrom": [[-1.996, -0.869, -2.381], [-1.389, 0.458, -2.742], [0.400, -4.195, 1.313], [-1.922, 0.621, -0.028], [1.295, 1.231, -2.770], [0.323, 1.346, 1.234], [0.652, -2.628, -2.400], [0.597, 0.859, 1.100], [0.219, 1.243, 0.667], [-0.178, 0.264, 1.111], [1.473, 0.798, 0.526], [1.401, -1.691, 1.981], [0.134, -0.324, 0.254], [0.167, 0.943, -0.867], [1.041, -0.674, 0.398], [-1.868, 0.414, 0.231], [0.774, 0.552, 1.941], [-1.403, 0.083, 1.498], [0.280, 1.570, -1.068]], "e_tot_ev": -8356.1540, "charge": 0, "fmax_ev_per_a": 4.413, "de_lowest_kj_mol": 384.2}


# 10
{"formula": "C5H12N2O", "method": "the ωB97M-V functional and the def2-TZVPD basis", "elements": ["C", "C", "C", "N", "H", "H", "H", "H", "H", "H", "H", "C", "N", "C", "O", "H", "H", "H", "H", "H"], "coordinates": [[-1.191, -1.870, 1.235], [0.279, -1.633, 1.565], [1.840, -0.164, 0.610], [0.640, -0.269, 1.204], [-1.537, -2.908, 1.316], [-1.876, -1.253, 1.817], [-1.285, -1.606, 0.177], [0.912, -2.335, 1.002], [0.529, -1.736, 2.634], [2.292, -1.022, 0.085], [2.243, 0.800, 0.317], [0.329, 2.318, -0.428], [-0.583, 1.422, -0.839], [-0.758, 1.105, -2.236], [0.949, 3.080, -1.153], [0.485, 2.293, 0.657], [-0.776, 0.695, -0.162], [-1.045, 2.007, -2.779], [-1.584, 0.402, -2.333], [0.136, 0.675, -2.691]], "forces_ev_per_angstrom": [[0.044, -0.332, -0.337], [0.378, 1.168, -0.025], [0.579, -0.298, -0.221], [-0.669, -0.253, 0.095], [0.217, -0.060, 0.217], [0.123, 0.192, 0.028], [-0.253, 0.071, 0.051], [-0.089, -0.287, 0.030], [-0.286, -0.508, 0.065], [-0.031, 0.013, 0.095], [-0.141, 0.076, 0.071], [0.374, -0.034, 0.083], [-0.420, 0.028, -0.206], [-0.319, 0.261, 0.046], [-0.100, 0.283, -0.320], [-0.142, -0.058, 0.060], [0.379, -0.194, 0.326], [0.178, 0.004, -0.114], [0.062, -0.094, 0.037], [0.116, 0.020, 0.022]], "spin_multiplicity": 2, "e_tot_ev": -10405.8843, "charge": -1, "fmax_ev_per_a": 1.228, "de_lowest_kj_mol": 59.8}


# 11
{"formula": "C5H12N2O", "method": "the ωB97M-V functional and the def2-TZVPD basis", "elements": ["C", "C", "C", "N", "C", "N", "H", "H", "H", "H", "H", "H", "H", "H", "H", "H", "C", "O", "H", "H"], "coordinates": [[-1.263, -1.845, 0.341], [-1.723, -0.368, 0.314], [-1.018, 0.481, -0.684], [-1.324, 0.272, -2.040], [-0.096, 1.362, -0.292], [0.575, 2.352, -1.041], [-2.073, -2.560, 0.205], [-0.795, -2.064, 1.308], [-0.461, -2.056, -0.371], [-2.799, -0.376, 0.097], [-1.706, 0.081, 1.294], [-0.571, 0.412, -2.685], [-1.872, -0.554, -2.193], [0.286, 1.261, 0.721], [0.921, 3.128, -0.508], [1.153, 2.043, -1.805], [3.195, -0.399, 1.822], [2.954, 0.278, 2.783], [4.232, -0.553, 1.475], [2.384, -0.894, 1.258]], "forces_ev_per_angstrom": [[0.601, 0.015, 0.636], [-0.730, -0.903, -0.371], [0.635, 0.275, -0.552], [-0.499, 0.301, 0.686], [0.611, 0.248, 0.933], [-0.579, -0.484, -0.743], [0.020, 0.034, -0.090], [-0.209, -0.031, -0.013], [-0.271, 0.111, -0.273], [0.089, 0.174, -0.325], [0.474, 0.148, 0.310], [0.006, -0.080, -0.162], [0.014, -0.142, -0.315], [-0.604, 0.212, 0.290], [0.291, -0.139, -0.065], [0.189, 0.246, 0.080], [-0.147, 0.044, 0.136], [0.030, 0.021, -0.015], [-0.013, -0.037, -0.071], [0.094, -0.013, -0.076]], "e_tot_ev": -10405.6109, "charge": 0, "fmax_ev_per_a": 1.219, "de_lowest_kj_mol": 271.4}


# 12
{"formula": "C5H12N2O", "method": "the ωB97M-V functional and the def2-TZVPD basis", "elements": ["C", "N", "C", "C", "C", "N", "C", "O", "H", "H", "H", "H", "H", "H", "H", "H", "H", "H", "H", "H"], "coordinates": [[-1.737, 0.998, -0.586], [-1.180, -0.106, 0.165], [0.205, -0.553, -0.103], [0.427, -0.826, -1.590], [0.434, -1.831, 0.714], [1.170, 0.437, 0.316], [0.825, 1.292, 1.185], [1.631, 2.331, 1.447], [-1.236, 1.960, -0.410], [-2.787, 1.102, -0.320], [-1.691, 0.799, -1.655], [-1.419, -0.084, 1.150], [-0.341, -1.502, -1.956], [0.394, 0.101, -2.156], [1.410, -1.270, -1.725], [1.457, -2.170, 0.575], [-0.256, -2.603, 0.385], [0.281, -1.638, 1.774], [-0.009, 1.315, 1.897], [2.421, 2.247, 0.892]], "forces_ev_per_angstrom": [[0.175, 0.068, 0.197], [-0.093, -1.052, -0.570], [-1.114, -0.147, 0.861], [-0.218, 0.151, 0.340], [-0.051, 0.174, -0.337], [-0.042, 1.262, 0.395], [1.096, -0.558, -0.259], [0.319, 0.446, 0.473], [-0.016, 0.085, -0.026], [-0.017, 0.060, -0.002], [-0.011, -0.066, -0.012], [0.180, -0.049, -0.282], [-0.048, -0.101, -0.081], [0.016, 0.063, -0.089], [0.068, -0.030, -0.021], [0.087, -0.061, 0.026], [-0.034, -0.114, 0.005], [-0.051, 0.034, 0.097], [-0.104, -0.084, -0.647], [-0.142, -0.080, -0.066]], "e_tot_ev": -10406.8724, "charge": 0, "fmax_ev_per_a": 1.416, "de_lowest_kj_mol": 149.7}